1.
ORCA calculation (wB97M-V/def2-TZVPD) on a cluster of 2 separate species, C12H9N2O9S3 in total.

LUMO level ... 0.3 eV
Total charge ... -1
HOMO ... -3.34 eV

```
35
C12H9N2O9S3 wB97M-V/def2-TZVPD
C -1.995 0.131 1.582
O -1.857 -1.242 0.971
C -1.138 -1.396 -0.120
S 0.376 -2.366 -0.082
O 1.531 -1.491 -0.094
O 0.274 -3.466 0.858
C 0.185 -3.015 -1.757
C -0.880 -2.536 -2.506
C -1.172 -3.063 -3.764
C -0.326 -4.045 -4.278
C 0.753 -4.527 -3.524
C 1.002 -4.036 -2.243
S -1.967 -1.325 -1.721
O -3.303 -1.886 -1.646
O -1.724 -0.051 -2.371
H -2.651 -0.038 2.430
H -1.001 0.442 1.886
H -2.430 0.783 0.827
H -2.053 -2.696 -4.295
H -0.523 -4.424 -5.276
H 1.414 -5.290 -3.922
H 1.800 -4.416 -1.603
O 4.053 5.623 2.400
N 3.176 5.392 1.543
O 3.186 5.839 0.362
C 2.061 4.558 1.841
C 1.705 3.907 2.995
C 0.592 3.048 2.714
N -0.343 2.696 3.748
O -1.542 2.563 3.408
O 0.069 2.582 4.918
C 0.189 3.017 1.358
S 1.107 4.096 0.430
H 2.079 4.162 3.982
H -0.647 2.470 0.953
```

---

2.
ORCA calculation (wB97M-V/def2-TZVPD) on a structure of composition C13H10AsClF6IrN3O6S3Sb.

LUMO level (spin up / spin down) ... -5.0 / -4.7 eV
Total charge ... 0
Spin multiplicity ... 2
HOMO (spin up / spin down) ... -9.91 / -10.18 eV

```
45
C13H10AsClF6IrN3O6S3Sb wB97M-V/def2-TZVPD
Ir 0.130 0.058 0.271
O 3.861 -2.521 -3.526
C 2.740 -2.238 -4.176
O 2.576 -2.524 -5.329
C 1.662 -1.541 -3.405
C 0.423 -1.182 -3.916
Cl -0.190 -1.315 -5.481
N -0.296 -0.581 -2.946
N 0.431 -0.543 -1.806
C 1.602 -1.104 -2.080
C 2.558 -1.159 -0.953
O 3.655 -1.676 -1.030
O 2.088 -0.605 0.124
C -1.628 -0.043 -3.064
C -2.682 -0.875 -3.381
C -3.951 -0.327 -3.474
C -4.146 1.029 -3.255
C -3.070 1.854 -2.952
C -1.794 1.318 -2.861
H 3.848 -2.232 -2.582
H -2.521 -1.936 -3.514
H -4.793 -0.970 -3.690
H -5.144 1.443 -3.315
H -3.214 2.917 -2.809
H -0.935 1.942 -2.660
N -1.675 0.986 0.667
C -1.527 2.457 0.627
C -0.484 2.823 -0.413
O -0.467 3.895 -0.959
O 0.376 1.853 -0.666
H -2.337 0.676 -0.050
H -2.064 0.665 1.550
H -1.167 2.806 1.594
H -2.466 2.947 0.385
S 0.559 -0.339 4.718
Sb 1.952 -0.908 2.892
S -0.015 -1.751 1.650
S 1.152 1.166 1.958
F -1.873 -1.463 -0.602
As -3.386 -2.067 0.174
F -2.869 -1.268 1.651
F -2.517 -3.466 0.661
F -4.837 -2.564 0.920
F -3.817 -2.788 -1.321
F -4.081 -0.543 -0.308
```

---

3.
ORCA calculation (wB97M-V/def2-TZVPD) on a structure of composition C13H10AsClF6IrN3O6S3Sb.

LUMO level (spin up / spin down) ... -1.8 / -3.6 eV
Total charge ... 0
Spin multiplicity ... 2
HOMO (spin up / spin down) ... -10.16 / -10.11 eV

```
45
C13H10AsClF6IrN3O6S3Sb wB97M-V/def2-TZVPD
Ir 0.205 -0.004 -0.124
O 4.453 -3.871 0.724
C 3.701 -4.272 -0.287
O 3.903 -5.297 -0.879
C 2.567 -3.379 -0.689
C 1.694 -3.628 -1.740
Cl 1.629 -4.895 -2.848
N 0.803 -2.615 -1.818
N 1.069 -1.715 -0.856
C 2.119 -2.155 -0.173
C 2.574 -1.269 0.948
O 3.540 -1.564 1.628
O 1.853 -0.203 1.106
C -0.173 -2.385 -2.850
C -1.403 -3.013 -2.785
C -2.330 -2.753 -3.783
C -2.010 -1.893 -4.824
C -0.760 -1.289 -4.883
C 0.172 -1.535 -3.888
H 4.165 -3.005 1.111
H -1.641 -3.668 -1.961
H -3.308 -3.209 -3.728
H -2.740 -1.693 -5.597
H -0.512 -0.624 -5.699
H 1.151 -1.074 -3.909
N -0.779 -0.955 1.453
C -1.494 0.046 2.295
C -1.353 1.477 1.806
O -1.968 2.387 2.275
O -0.466 1.660 0.804
H -1.435 -1.668 1.119
H -0.064 -1.416 2.008
H -1.131 0.004 3.321
H -2.555 -0.190 2.304
S 0.464 1.944 -3.306
Sb -0.856 2.642 -1.369
S 1.394 1.606 -1.434
S -1.590 0.292 -1.484
F -2.366 -2.568 -0.071
As -4.091 -2.227 0.257
F -3.666 -2.275 1.948
F -4.399 -3.913 0.248
F -5.716 -1.833 0.607
F -4.340 -2.122 -1.448
F -3.646 -0.522 0.274
```

---

4.
ORCA calculation (wB97M-V/def2-TZVPD) on a structure of composition C13H10N.

LUMO level (spin up / spin down) ... -5.9 / -5.9 eV
Total charge ... +1
HOMO (spin up / spin down) ... -12.64 / -12.64 eV

```
24
C13H10N wB97M-V/def2-TZVPD
C 1.371 1.295 -0.231
C -0.961 1.972 0.162
C 0.179 1.104 0.721
C 0.860 0.718 -1.619
C -1.211 1.561 -1.044
C -0.596 0.473 -1.670
C 1.876 -0.203 -0.053
C 0.468 -0.414 0.788
C 0.410 0.455 1.993
C -2.059 -0.819 0.049
C 1.728 -0.398 -1.491
C -0.652 -1.425 0.485
C -1.262 -0.768 -1.204
N -0.623 -1.926 -0.921
H 1.942 2.221 -0.336
H -1.263 2.862 0.780
H 2.606 -0.487 0.569
H 1.353 0.625 2.476
H -0.363 0.305 2.607
H -2.875 -1.524 -0.088
H -2.422 -0.017 0.635
H 1.976 -1.130 -2.320
H -0.569 -2.322 1.305
H 0.087 -2.158 -1.593
```

---

5.
ORCA calculation (wB97M-V/def2-TZVPD) on a structure of composition C13H10N2O2SbSe4Tc.

LUMO level (spin up / spin down) ... -5.9 / -5.8 eV
Total charge ... +1
Spin multiplicity ... 2
HOMO (spin up / spin down) ... -11.17 / -11.18 eV

```
33
C13H10N2O2SbSe4Tc wB97M-V/def2-TZVPD
Tc 0.788 0.217 -1.875
Se 0.812 4.622 -0.782
Sb 1.241 3.411 -2.717
Se 2.808 1.197 -2.261
Se -0.586 1.412 -3.220
Se 1.835 3.985 -4.930
O -1.907 2.986 5.109
C -0.746 2.994 4.434
O 0.144 3.723 4.755
C -0.606 2.045 3.269
C 0.437 2.298 2.385
C 0.643 1.483 1.290
C -0.184 0.383 1.101
C -1.238 0.118 1.968
C -1.442 0.954 3.053
N 0.058 -0.451 -0.031
C -0.163 -1.712 0.019
C 0.035 -2.498 -1.195
C -0.119 -3.865 -1.251
C 0.110 -4.508 -2.465
C 0.490 -3.760 -3.563
C 0.647 -2.387 -3.427
N 0.426 -1.769 -2.267
H -2.577 2.448 4.675
H 1.076 3.151 2.569
H 1.446 1.685 0.593
H -1.920 -0.701 1.783
H -2.258 0.725 3.727
H -0.461 -2.207 0.940
H -0.415 -4.418 -0.370
H -0.007 -5.580 -2.546
H 0.676 -4.223 -4.521
H 0.959 -1.755 -4.248
```

---

6.
ORCA calculation (wB97M-V/def2-TZVPD) on a structure of composition C13H10N3O2SbSe6Te2W.

LUMO level ... 3.8 eV
Total charge ... -2
HOMO ... -1.81 eV

```
38
C13H10N3O2SbSe6Te2W wB97M-V/def2-TZVPD
W 0.717 -0.851 1.402
O -1.449 3.355 -1.800
C -1.618 3.781 -0.537
C -2.179 5.045 -0.346
C -2.376 5.539 0.929
C -2.019 4.787 2.044
C -1.464 3.534 1.860
C -1.258 3.013 0.585
C -0.660 1.664 0.457
O -0.360 1.030 1.514
N -0.485 1.187 -0.746
N 0.025 -0.086 -0.670
C 0.202 -0.664 -1.793
C 0.573 -2.066 -1.766
C 0.590 -2.832 -2.918
C 0.861 -4.187 -2.808
C 1.167 -4.696 -1.565
C 1.191 -3.839 -0.474
N 0.837 -2.559 -0.547
H -1.021 2.455 -1.746
H -2.447 5.619 -1.223
H -2.811 6.524 1.056
H -2.172 5.175 3.042
H -1.173 2.917 2.701
H -0.032 -0.154 -2.720
H 0.382 -2.364 -3.871
H 0.860 -4.823 -3.684
H 1.415 -5.737 -1.417
H 1.512 -4.213 0.485
Se 2.777 0.805 0.486
Te 3.442 0.469 -1.826
Te 4.350 -2.492 -0.695
Se 3.252 -1.779 1.351
Se -0.008 -2.918 5.188
Sb 0.003 -3.207 2.785
Se -1.649 -1.680 1.678
Se 1.376 -0.236 3.468
Se -0.350 -5.516 2.121
```

---

Which value of total charge does entry 2 give?
0

---

What is the total charge in the second record?
0

---

Number 4 is which compound?
C13H10N